[1]
{"formula": "C29H45N2", "method": "ωB97M-V with the def2-TZVPD basis set", "total_energy_ev": -33775.925, "e_homo_ev": -10.44, "homo_lumo_gap_ev": 5.15, "spin_multiplicity": 1, "charge": 1, "symbols": ["C", "C", "C", "C", "C", "C", "C", "C", "C", "C", "C", "C", "C", "C", "C", "C", "C", "C", "C", "C", "C", "C", "H", "H", "H", "H", "H", "H", "H", "H", "H", "H", "H", "H", "H", "H", "H", "H", "H", "H", "H", "H", "H", "H", "H", "H", "H", "H", "H", "H", "H", "C", "N", "C", "C", "C", "C", "C", "C", "N", "H", "H", "H", "H", "H", "H", "H", "H", "H", "H", "H", "H", "H", "H", "H", "H"], "coordinates": [[-4.153, 3.147, 4.301], [-3.344, 2.172, 3.493], [-2.623, 1.171, 4.140], [-1.934, 0.182, 3.447], [-1.250, -0.858, 4.301], [-1.963, 0.171, 2.033], [-1.473, -1.059, 1.258], [-2.410, -2.240, 1.503], [0.011, -1.433, 1.557], [0.949, -0.557, 0.881], [2.112, -0.046, 1.520], [2.385, 1.356, 1.371], [1.368, 2.230, 0.693], [3.516, 1.904, 1.950], [4.374, 1.148, 2.752], [5.560, 1.783, 3.408], [4.097, -0.220, 2.922], [2.997, -0.839, 2.334], [2.756, -2.293, 2.627], [-2.616, 1.234, 1.365], [-2.664, 1.322, -0.143], [-3.290, 2.212, 2.099], [-4.618, 3.909, 3.668], [-4.948, 2.636, 4.863], [-3.527, 3.657, 5.045], [-2.636, 1.142, 5.234], [-1.309, -1.869, 3.889], [-0.198, -0.604, 4.512], [-1.738, -0.900, 5.286], [-1.528, -0.824, 0.182], [-3.313, -2.096, 0.898], [-1.948, -3.186, 1.207], [-2.721, -2.329, 2.550], [0.208, -1.343, 2.633], [0.234, -2.481, 1.267], [0.586, -0.042, -0.008], [1.608, 3.294, 0.818], [1.290, 2.031, -0.386], [0.364, 2.066, 1.115], [3.727, 2.971, 1.807], [6.130, 1.047, 3.982], [6.221, 2.228, 2.654], [5.290, 2.601, 4.092], [4.755, -0.804, 3.565], [3.689, -2.770, 2.965], [2.028, -2.438, 3.445], [2.391, -2.854, 1.756], [-3.227, 2.219, -0.439], [-1.665, 1.413, -0.598], [-3.182, 0.467, -0.604], [-3.812, 3.010, 1.563], [-2.320, -4.312, -0.993], [-2.167, -3.723, -2.308], [-3.326, -4.063, -3.118], [-0.879, -3.947, -2.954], [0.114, -2.789, -2.921], [1.476, -3.277, -3.426], [2.475, -2.266, -2.857], [1.685, -1.479, -1.793], [0.417, -2.169, -1.639], [-1.395, -4.223, -0.410], [-3.135, -3.775, -0.490], [-2.618, -5.378, -1.043], [-3.158, -3.779, -4.160], [-3.557, -5.142, -3.070], [-4.193, -3.525, -2.718], [-0.397, -4.844, -2.527], [-1.084, -4.135, -4.021], [-0.293, -2.034, -3.627], [1.665, -4.265, -2.989], [1.501, -3.368, -4.514], [3.333, -2.772, -2.403], [2.826, -1.582, -3.636], [2.216, -1.419, -0.837], [1.549, -0.432, -2.127], [-0.337, -1.591, -1.280]], "forces_ev_per_a": [[-0.107, 0.261, 0.154], [0.211, -0.150, -0.203], [-0.129, 0.202, -0.037], [-0.197, 0.066, -0.172], [-0.068, -0.234, 0.551], [-0.078, 0.208, 0.231], [0.368, 0.273, -0.284], [-0.266, -0.216, 0.137], [-0.236, -0.760, 0.232], [0.623, 1.536, 1.450], [0.079, -0.171, -0.429], [0.270, 0.011, -0.418], [-0.269, 0.356, -0.167], [-0.367, 0.363, -0.109], [-0.162, -0.314, -0.143], [0.273, -0.017, 0.140], [-0.270, -0.030, -0.103], [-0.169, 0.306, 0.645], [0.203, -0.472, 0.014], [0.120, -0.374, 0.121], [-0.184, 0.176, -0.296], [-0.013, 0.038, 0.266], [0.072, -0.141, 0.112], [0.198, 0.081, -0.224], [-0.103, -0.082, -0.182], [0.031, -0.024, -0.307], [0.153, 0.191, 0.108], [-0.214, -0.093, -0.186], [0.124, 0.036, -0.308], [0.023, -0.093, 0.365], [0.118, -0.081, 0.236], [-0.143, 0.292, 0.118], [0.055, 0.106, -0.268], [0.080, -0.351, -0.484], [-0.309, 0.226, -0.032], [0.142, 0.045, 0.195], [0.003, -0.328, -0.063], [0.140, 0.009, 0.180], [0.319, 0.114, -0.042], [-0.190, -0.387, 0.137], [-0.049, 0.144, -0.128], [-0.109, -0.125, 0.079], [-0.170, -0.230, -0.216], [-0.141, 0.043, -0.231], [-0.300, 0.188, -0.170], [0.168, 0.205, -0.310], [0.097, 0.171, 0.206], [0.195, -0.257, 0.067], [-0.235, -0.123, 0.118], [0.228, 0.168, 0.139], [0.141, -0.269, 0.170], [-0.163, 0.022, -0.053], [0.172, 0.393, -0.157], [-0.019, 0.088, 0.113], [-0.305, -0.484, 0.269], [-0.511, 0.138, -0.975], [-0.181, -0.060, 0.346], [0.186, 0.144, 0.038], [0.022, 0.625, -0.193], [-0.173, -0.800, 0.433], [-0.228, 0.005, -0.204], [0.247, -0.308, 0.036], [0.221, 0.109, -0.004], [-0.161, 0.044, 0.178], [0.058, 0.084, -0.131], [0.012, -0.091, -0.230], [-0.031, 0.083, -0.163], [0.306, -0.119, 0.325], [0.225, -0.041, 0.166], [-0.030, 0.120, -0.175], [0.054, 0.038, 0.170], [-0.057, 0.174, -0.224], [0.110, -0.148, 0.210], [0.146, -0.162, -0.040], [0.056, -0.160, -0.012], [0.088, -0.187, -0.383]]}



[2]
{"formula": "C29H45N5O6P2Sr", "method": "ωB97M-V with the def2-TZVPD basis set", "total_energy_ev": -69949.585, "e_homo_ev": -13.17, "homo_lumo_gap_ev": 7.90, "spin_multiplicity": 1, "charge": 2, "symbols": ["Sr", "C", "N", "C", "C", "N", "C", "C", "C", "C", "C", "C", "N", "C", "N", "C", "C", "C", "C", "C", "C", "N", "H", "H", "H", "H", "H", "H", "H", "H", "H", "H", "H", "H", "H", "H", "H", "C", "C", "C", "O", "P", "O", "C", "P", "O", "O", "C", "C", "C", "O", "C", "C", "C", "O", "C", "C", "C", "H", "H", "H", "H", "H", "H", "H", "H", "H", "H", "H", "H", "H", "H", "H", "H", "H", "H", "H", "H", "H", "H", "H", "H", "H", "H", "H", "H", "H", "H"], "coordinates": [[0.807, -0.492, -0.641], [-2.689, 0.418, -0.843], [-1.442, 1.045, -0.401], [-1.297, 2.416, -0.894], [-0.033, 2.983, -0.336], [1.003, 2.242, -0.011], [1.971, 3.139, 0.442], [3.260, 2.942, 0.938], [3.979, 4.052, 1.328], [3.448, 5.347, 1.245], [2.171, 5.565, 0.773], [1.454, 4.443, 0.380], [0.169, 4.297, -0.111], [-2.761, -0.954, -0.260], [-1.702, -1.703, -0.051], [-2.194, -2.909, 0.449], [-1.554, -4.074, 0.872], [-2.336, -5.113, 1.332], [-3.734, -5.021, 1.391], [-4.389, -3.874, 0.996], [-3.595, -2.834, 0.531], [-3.914, -1.567, 0.081], [-2.675, 0.356, -1.934], [-3.571, 1.003, -0.559], [-1.439, 1.073, 0.617], [-2.152, 3.047, -0.625], [-1.245, 2.387, -1.986], [3.662, 1.945, 1.024], [4.980, 3.924, 1.719], [4.049, 6.186, 1.566], [1.751, 6.561, 0.717], [-0.485, 5.041, -0.293], [-0.480, -4.146, 0.859], [-1.861, -6.025, 1.668], [-4.305, -5.861, 1.761], [-5.466, -3.789, 1.049], [-4.841, -1.182, -0.002], [4.200, 0.072, -4.025], [5.196, 0.192, -2.886], [6.217, -0.929, -2.883], [4.459, 0.299, -1.617], [3.912, -0.773, -0.618], [3.041, -0.110, 0.388], [2.899, -2.032, -1.618], [1.985, -3.325, -0.573], [1.246, -2.654, 0.529], [0.917, -4.044, -1.477], [1.015, -4.706, -2.783], [0.819, -3.677, -3.881], [2.294, -5.500, -2.941], [3.181, -4.259, -0.223], [3.024, -5.446, 0.659], [3.096, -4.993, 2.102], [4.132, -6.400, 0.278], [5.033, -1.737, -0.123], [5.904, -1.496, 1.056], [6.687, -0.208, 0.885], [5.084, -1.515, 2.331], [4.697, 0.298, -4.967], [3.385, 0.785, -3.898], [3.804, -0.944, -4.095], [5.698, 1.156, -2.932], [5.737, -1.902, -2.770], [6.949, -0.801, -2.089], [6.749, -0.930, -3.833], [3.620, -2.585, -2.221], [2.237, -1.554, -2.359], [0.162, -5.381, -2.752], [1.730, -3.099, -4.050], [-0.013, -3.013, -3.637], [0.574, -4.185, -4.813], [3.172, -4.852, -2.927], [2.278, -6.022, -3.897], [2.387, -6.248, -2.155], [2.043, -5.872, 0.434], [4.083, -4.580, 2.314], [2.939, -5.847, 2.760], [2.331, -4.247, 2.316], [5.102, -5.935, 0.451], [4.063, -6.697, -0.767], [4.063, -7.294, 0.897], [6.561, -2.362, 1.005], [6.004, 0.638, 0.778], [7.356, -0.251, 0.028], [7.291, -0.036, 1.775], [4.558, -0.571, 2.472], [5.745, -1.673, 3.182], [4.354, -2.326, 2.309]], "forces_ev_per_a": [[-1.395, 1.016, 1.477], [-0.005, 0.048, 0.088], [0.018, -0.010, -0.090], [-0.024, 0.009, 0.074], [0.186, -0.089, 0.088], [-0.178, -0.416, -0.338], [-0.018, 0.533, 0.134], [-0.006, -0.120, 0.005], [0.030, -0.039, 0.014], [-0.046, 0.004, -0.022], [0.003, 0.104, 0.011], [0.184, -0.315, 0.032], [-0.137, 0.099, -0.146], [0.125, -0.178, -0.004], [0.348, 0.313, -0.266], [-0.503, -0.117, 0.175], [0.105, -0.024, 0.012], [0.030, 0.008, -0.005], [-0.034, 0.038, -0.015], [-0.079, -0.024, 0.019], [0.345, -0.079, -0.009], [-0.119, 0.112, -0.134], [-0.070, 0.028, -0.012], [-0.026, -0.018, -0.018], [-0.037, 0.015, -0.021], [0.010, 0.033, -0.019], [-0.048, 0.047, -0.014], [0.027, 0.019, -0.005], [-0.001, -0.003, -0.002], [-0.009, 0.011, -0.004], [0.005, -0.003, 0.002], [-0.018, -0.025, 0.013], [0.000, 0.001, -0.005], [0.009, 0.005, -0.001], [-0.008, 0.004, -0.001], [0.005, -0.010, 0.005], [0.019, 0.022, 0.004], [0.054, 0.061, 0.134], [0.128, -0.106, -0.174], [-0.062, 0.129, 0.077], [-0.221, -0.248, 0.190], [-0.175, -1.042, -0.646], [0.063, -0.302, -0.455], [0.263, -0.242, 0.620], [0.740, 0.406, -0.636], [0.351, 0.081, -0.353], [0.402, 0.283, 0.141], [0.032, -0.111, -0.189], [-0.041, -0.076, 0.136], [-0.084, 0.006, 0.082], [-0.305, 0.075, -0.005], [0.078, -0.087, 0.153], [-0.049, 0.002, -0.095], [-0.103, 0.055, 0.007], [-0.179, 0.448, 0.080], [0.134, 0.073, 0.202], [-0.066, -0.158, -0.052], [-0.072, -0.084, -0.126], [0.008, -0.026, -0.015], [-0.005, -0.002, -0.031], [-0.040, 0.021, -0.031], [0.003, -0.007, -0.033], [0.044, -0.047, -0.001], [-0.009, -0.044, 0.007], [-0.025, 0.048, -0.028], [0.009, -0.026, -0.037], [0.252, -0.162, 0.058], [-0.002, 0.010, -0.045], [-0.020, 0.038, -0.016], [0.001, 0.006, -0.035], [0.026, 0.008, -0.018], [0.029, -0.041, 0.003], [-0.044, 0.020, -0.022], [0.037, 0.002, -0.002], [0.021, -0.038, 0.003], [-0.030, 0.005, 0.005], [-0.010, -0.030, -0.012], [0.041, 0.008, 0.051], [0.007, 0.001, 0.001], [0.036, -0.020, -0.004], [0.007, -0.010, -0.004], [0.033, 0.019, 0.055], [0.046, 0.038, 0.000], [-0.030, 0.051, -0.011], [0.001, -0.029, 0.017], [-0.040, -0.026, 0.009], [0.048, 0.010, -0.005], [0.029, 0.059, 0.026]]}



> Which of these has the lowest charge?

C29H45N2



> Number 1 is which compound?

C29H45N2



> Among the records above, which one has the lowest charge?

C29H45N2



> Among the records above, which one has the lowest charge?

C29H45N2